9
Properties=species:S:1:pos:R:3 method="wB97M-V/def2-TZVPD" charge=0 energy_ev=-44383.984 relative_energy_kcal_mol=21.7 e_homo_ev="-8.2 / -9.0"
C -3.315 -0.543 0.176
C -4.274 0.302 -0.065
C 0.119 0.100 0.328
Cl -5.822 -0.208 -0.743
Cl -1.473 0.321 0.934
I -3.329 -2.659 0.166
I -4.162 2.387 0.074
H 0.349 0.856 -0.300
H 0.350 -0.874 -0.056

=====

9
Properties=species:S:1:pos:R:3 method="wB97M-V/def2-TZVPD" smiles=Clc1nccn1Cl charge=0 energy_ev=-31166.911 relative_energy_kcal_mol=35.4 e_homo_ev=-8.9
Cl 1.985 1.899 3.186
C 1.179 1.245 1.879
N 0.686 1.808 0.836
C 0.138 0.832 0.057
C 0.284 -0.395 0.628
N 0.944 -0.216 1.803
Cl 1.433 -1.383 2.936
H -0.317 1.092 -0.877
H -0.032 -1.363 0.298

=====

12
Properties=species:S:1:pos:R:3 method="wB97M-V/def2-TZVPD" charge=0 energy_ev=-46091.714 relative_energy_kcal_mol=55.4 e_homo_ev=-9.9
C -1.611 0.704 -1.107
C -0.019 -0.425 0.420
C 0.373 1.041 -0.136
N -0.652 1.461 -0.951
N 0.976 -1.516 0.402
O 2.113 -1.152 0.506
O 0.598 -2.644 0.298
S -1.601 -0.778 -0.164
Cl 1.903 0.898 -1.122
Cl 0.533 2.207 1.223
H -2.631 0.808 -1.595
H 0.019 -0.605 2.228

=====

8
Properties=species:S:1:pos:R:3 method="wB97M-V/def2-TZVPD" smiles="C#CC(=O)Cl.Cl" charge=0 energy_ev=-30233.366 relative_energy_kcal_mol=44.5 e_homo_ev=-11.1
C 1.594 0.759 0.755
C 0.556 0.274 0.340
C -0.753 0.154 -0.183
O -1.793 0.688 0.095
Cl -0.626 -1.110 -1.511
H 2.552 1.035 1.238
Cl 2.086 -2.722 2.002
H 2.845 -2.462 0.938

=====

9
Properties=species:S:1:pos:R:3 method="wB97M-V/def2-TZVPD" charge=0 energy_ev=-32280.267 relative_energy_kcal_mol=70.9 e_homo_ev=-8.6
C 0.093 0.646 1.077
C 0.177 -1.113 -0.022
C 0.201 -0.798 -1.453
O 0.984 1.398 1.220
O -0.056 -2.076 0.584
Cl 0.587 -2.150 -2.559
Cl -1.457 -0.339 -1.673
H -0.946 0.587 1.282
H 0.807 -0.032 -1.845

=====

16
Properties=species:S:1:pos:R:3 method="wB97M-V/def2-TZVPD" charge=-2 spin_multiplicity=3 energy_ev=-184905.474 relative_energy_kcal_mol=19.1 e_homo_ev="0.9 / -0.7" s_squared=2.0188
Pt 0.172 0.001 -0.920
O 1.527 -2.162 2.240
C 0.833 -1.683 1.339
O 0.953 -0.453 0.926
C -0.339 -2.479 0.617
O -0.523 -3.617 1.043
O -0.836 -1.820 -0.413
Se -0.356 -0.351 -3.252
Te 1.747 -1.421 -3.939
Te 3.295 0.165 -2.329
Se 1.707 1.800 -1.443
Cl -2.026 0.825 0.946
C -1.725 2.423 1.351
Cl -0.587 3.128 0.042
H -1.288 2.518 2.327
H -2.554 3.125 1.465

=====

8
Properties=species:S:1:pos:R:3 method="wB97M-V/def2-TZVPD" charge=0 energy_ev=-25812.720 relative_energy_kcal_mol=7.4 e_homo_ev=-9.6
C -0.499 0.782 0.106
C -1.299 0.320 -0.908
C -2.348 -0.665 -0.596
O -2.466 -1.110 0.514
Cl -1.142 0.640 -2.597
I -3.713 -1.174 -2.166
H 0.317 1.476 -0.203
H -0.739 0.390 1.177

=====

7
Properties=species:S:1:pos:R:3 method="wB97M-V/def2-TZVPD" smiles="N#C/C=C/Cl" charge=0 energy_ev=-17154.843 relative_energy_kcal_mol=0.0 e_homo_ev=-10.3
N 2.609 -0.221 -0.001
C 1.484 0.087 0.000
C 0.104 0.497 -0.009
C -0.855 -0.423 0.005
Cl -2.525 -0.008 -0.001
H -0.154 1.542 0.016
H -0.662 -1.475 -0.010

=====

7
Properties=species:S:1:pos:R:3 method="wB97M-V/def2-TZVPD" charge=0 energy_ev=-17154.491 relative_energy_kcal_mol=8.1 e_homo_ev=-10.3
N -1.015 2.193 0.224
C -0.581 1.209 -0.182
C 0.127 0.026 -0.582
C 0.304 -0.950 0.312
Cl -0.096 -0.817 1.945
H 0.416 0.097 -1.560
H 0.846 -1.759 -0.156

=====

11
Properties=species:S:1:pos:R:3 method="wB97M-V/def2-TZVPD" charge=0 spin_multiplicity=3 energy_ev=-24223.780 relative_energy_kcal_mol=0.0 e_homo_ev="-5.1 / -9.9" s_squared=2.0227
C 1.018 -0.819 -0.825
C 1.689 0.927 0.640
C -1.406 0.319 -0.034
N 1.762 0.005 -0.124
N -0.228 -0.864 -0.736
N -1.296 0.028 1.176
O 1.902 1.748 1.413
O -1.887 0.772 -0.986
Cl -2.451 0.891 2.253
H 1.675 -1.400 -1.547
H -0.778 -1.607 -1.229

=====

8
Properties=species:S:1:pos:R:3 method="wB97M-V/def2-TZVPD" smiles="O=C=NCl.C#C" charge=0 energy_ev=-19199.117 relative_energy_kcal_mol=81.3 e_homo_ev=-10.2
O 1.732 1.662 -0.560
C 1.600 0.568 -0.182
N 1.404 -0.531 0.296
Cl 0.899 -2.013 -0.060
C -1.665 -0.015 -0.373
C -1.259 0.158 0.729
H -2.212 -0.132 -1.271
H -0.499 0.303 1.422

=====

8
Properties=species:S:1:pos:R:3 method="wB97M-V/def2-TZVPD" smiles=Clc1ncco1 charge=0 energy_ev=-19202.478 relative_energy_kcal_mol=3.8 e_homo_ev=-9.7
Cl -2.840 0.009 -0.022
C -1.150 0.198 0.054
N -0.393 1.227 -0.027
C 0.887 0.609 -0.024
C 0.770 -0.742 -0.046
O -0.590 -0.977 0.005
H 1.786 1.194 0.066
H 1.529 -1.518 -0.006

=====

8
Properties=species:S:1:pos:R:3 method="wB97M-V/def2-TZVPD" charge=0 energy_ev=-19198.362 relative_energy_kcal_mol=98.7 e_homo_ev=-9.5
O -4.142 0.569 0.022
C -2.996 0.407 0.009
C -1.620 0.392 0.004
N -0.073 -0.587 0.042
C 1.229 -0.504 0.037
Cl 2.245 0.894 0.015
H -1.249 1.407 -0.065
H 1.736 -1.451 0.056

=====

9
Properties=species:S:1:pos:R:3 method="wB97M-V/def2-TZVPD" smiles="O=c1c(=O)n1CCl" charge=0 energy_ev=-21248.503 relative_energy_kcal_mol=52.2 e_homo_ev=-10.6
O -0.357 2.389 0.583
C -0.438 1.241 0.772
C -0.671 0.005 1.369
O -1.023 -0.696 2.225
N 0.015 -0.017 0.196
C 0.608 -0.691 -0.948
Cl -0.429 -0.401 -2.359
H 0.693 -1.649 -0.718
H 1.602 -0.180 -1.120

=====

10
Properties=species:S:1:pos:R:3 method="wB97M-V/def2-TZVPD" charge=0 energy_ev=-32078.895 relative_energy_kcal_mol=122.1 e_homo_ev="-10.2 / -9.2"
C 0.242 -1.126 -1.424
C -1.189 0.759 0.066
C 0.412 -1.561 -0.154
N 0.119 -0.639 -2.471
O -3.766 0.703 0.021
O -2.506 -1.463 0.063
S -2.567 -0.059 -0.205
Cl -0.330 -2.933 0.512
H -0.801 1.624 -0.464
H 1.131 -0.959 0.560

=====

9
Properties=species:S:1:pos:R:3 method="wB97M-V/def2-TZVPD" charge=0 spin_multiplicity=3 energy_ev=-38822.759 relative_energy_kcal_mol=4.6 e_homo_ev="-8.8 / -9.1" s_squared=2.0247
C -1.491 1.008 0.595
C -2.502 0.050 0.172
C -1.064 1.110 1.853
N -3.668 0.211 0.434
S -0.640 1.943 -0.651
S -5.202 0.106 0.608
Cl -2.032 -1.163 -1.144
H -0.434 1.846 2.342
H -1.624 0.466 2.475

=====

8
Properties=species:S:1:pos:R:3 method="wB97M-V/def2-TZVPD" charge=+1 spin_multiplicity=5 energy_ev=-44851.564 relative_energy_kcal_mol=0.0 e_homo_ev="-13.9 / -13.9" s_squared=6.0044
O 1.095 1.400 -0.734
C 1.063 -1.778 0.084
C 0.088 -1.671 -0.624
H 1.910 -1.913 0.735
H -0.790 -1.600 -1.242
C 0.128 1.719 -0.143
O -0.873 1.868 0.433
Co -2.622 1.974 1.491

=====

9
Properties=species:S:1:pos:R:3 method="wB97M-V/def2-TZVPD" charge=+2 spin_multiplicity=4 energy_ev=-46888.153 relative_energy_kcal_mol=29.3 e_homo_ev="-19.2 / -19.0" s_squared=3.7663
C 0.833 0.142 -0.273
C -0.319 -0.585 -0.229
O -1.534 0.218 -0.462
C -2.122 0.406 0.575
O -2.752 0.790 1.445
O 1.987 -0.414 -0.242
H 0.754 1.239 -0.275
H -0.485 -1.655 -0.317
Co 3.638 -0.141 -0.223

=====

9
Properties=species:S:1:pos:R:3 method="wB97M-V/def2-TZVPD" charge=+1 spin_multiplicity=6 energy_ev=-37694.606 relative_energy_kcal_mol=87.9 e_homo_ev="-13.1 / -13.1" s_squared=8.7509
O -1.656 0.283 0.280
C -1.781 -1.114 0.096
C -0.660 -1.714 -0.096
O 0.453 -0.220 0.112
C -0.421 0.688 0.191
O -0.188 1.909 -0.136
Cr 2.741 -0.035 0.371
H -0.153 -2.668 -0.088
H -0.977 2.472 -0.088

=====

10
Properties=species:S:1:pos:R:3 method="wB97M-V/def2-TZVPD" charge=+2 spin_multiplicity=2 energy_ev=-54774.356 e_homo_ev="-19.2 / -19.1" s_squared=0.8708
O 0.279 -0.692 -0.138
C 1.214 0.123 0.307
O 2.287 0.054 -0.337
Li 1.848 -2.244 -0.006
Cu -0.910 -1.477 1.898
C -0.734 0.694 -0.829
C -0.715 1.241 0.482
H -1.738 0.503 -1.224
H -0.167 1.319 -1.531
F -1.363 0.480 1.377

=====

9
Properties=species:S:1:pos:R:3 method="wB97M-V/def2-TZVPD" charge=0 energy_ev=-11553.056 relative_energy_kcal_mol=108.4 e_homo_ev="-8.9 / -8.8"
C -0.431 1.008 -0.082
C -0.844 -0.062 -0.916
C 1.309 -0.596 0.798
N -0.386 -1.265 -0.635
N 0.419 -1.417 0.365
F -0.407 2.230 -0.479
F 2.100 -0.686 1.858
H -0.447 0.902 0.955
H -1.313 -0.114 -1.865

=====

8
Properties=species:S:1:pos:R:3 method="wB97M-V/def2-TZVPD" charge=0 spin_multiplicity=3 energy_ev=-10619.022 relative_energy_kcal_mol=41.5 e_homo_ev="-7.1 / -11.3" s_squared=2.0309
C 0.724 1.586 0.493
C 0.726 0.518 -0.072
C 0.635 -0.869 -0.552
O -0.347 -1.554 -0.448
F -2.284 -0.020 0.655
F 1.594 -1.320 -1.351
H 0.983 2.414 1.033
H -2.031 -0.755 0.243

=====

14
Properties=species:S:1:pos:R:3 method="wB97M-V/def2-TZVPD" smiles="[H]/N=C1/N=[N+]([O-])O[C@H](C(F)(F)F)O1" charge=0 energy_ev=-21902.790 relative_energy_kcal_mol=8.2 e_homo_ev=-10.9
H -2.406 -1.825 -0.458
N -2.591 -0.824 -0.343
C -1.526 -0.192 -0.418
N -1.398 1.175 -0.383
N -0.575 1.677 0.287
O -0.260 2.748 0.525
O 0.039 0.601 1.157
C 0.372 -0.521 0.499
C 1.746 -0.284 -0.252
F 2.333 -1.482 -0.544
F 2.605 0.528 0.411
F 1.560 0.521 -1.250
O -0.433 -0.901 -0.496
H 0.537 -1.220 1.265

=====

12
Properties=species:S:1:pos:R:3 method="wB97M-V/def2-TZVPD" charge=-1 energy_ev=-37062.081 relative_energy_kcal_mol=0.0 e_homo_ev=-4.7
C 1.219 0.556 -0.622
C 0.415 -0.188 0.488
C -1.548 -0.086 -0.200
O 1.666 -0.304 -1.402
O 1.271 1.780 -0.607
F -1.707 -0.855 -1.247
F -2.435 -0.551 0.729
F -1.862 1.192 -0.413
S 0.447 0.611 2.028
S 0.654 -1.956 0.513
H 1.022 1.804 1.646
H 0.856 -2.004 -0.914

=====

9
Properties=species:S:1:pos:R:3 method="wB97M-V/def2-TZVPD" charge=0 energy_ev=-14007.973 relative_energy_kcal_mol=115.1 e_homo_ev="-9.7 / -9.1"
C -1.683 -0.061 -0.061
C -0.781 -0.922 -0.390
C 1.608 0.401 0.231
F -0.597 -1.962 -1.135
F 1.176 0.980 1.363
F 1.989 1.329 -0.655
F 2.569 -0.500 0.411
H -2.680 -0.272 -0.038
H -1.601 1.007 0.274

=====

17
Properties=species:S:1:pos:R:3 method="wB97M-V/def2-TZVPD" charge=0 spin_multiplicity=3 energy_ev=-48186.874 e_homo_ev="-7.0 / -11.8" s_squared=2.0205
C 0.577 0.229 -0.191
C -0.466 -0.845 -0.497
C -1.263 -0.737 0.857
N 1.770 -0.058 -0.160
N 0.246 -2.231 -0.558
O 2.534 0.906 1.895
O 4.273 0.444 0.235
F -2.302 -1.622 0.882
F -0.471 -1.117 1.898
F -1.819 0.442 1.068
F 1.923 -3.982 -0.734
F 2.180 -2.483 1.148
F 2.569 2.214 -0.091
S 1.773 -2.311 -0.482
S 2.974 0.806 0.572
H 0.116 1.206 -0.062
H -1.054 -0.402 -1.330

=====

11
Properties=species:S:1:pos:R:3 method="wB97M-V/def2-TZVPD" charge=0 spin_multiplicity=2 energy_ev=-16622.154 relative_energy_kcal_mol=60.2 e_homo_ev="-4.6 / -8.4" s_squared=0.7502
O 0.910 -1.314 -0.328
C 0.586 -0.290 -1.112
C -0.019 -1.370 0.713
O 1.309 0.466 -1.734
O -0.616 0.088 -0.754
C -1.167 -0.754 0.233
Na 1.349 2.968 -2.093
F 0.355 0.724 1.868
H 0.028 -2.256 1.339
H -2.027 -0.724 0.901
Li -0.707 2.461 0.968

=====

9
Properties=species:S:1:pos:R:3 method="wB97M-V/def2-TZVPD" charge=0 energy_ev=-10154.598 relative_energy_kcal_mol=182.6 e_homo_ev="-6.7 / -6.1"
F 2.028 0.881 0.297
O 0.106 0.946 -0.849
O -0.876 -0.812 -0.163
C 1.207 0.050 -0.497
C 0.501 -0.915 0.347
C -1.005 0.533 -0.189
H 0.798 -1.962 0.248
Li -2.844 1.457 -0.522
H 0.086 -0.178 1.328

=====

11
Properties=species:S:1:pos:R:3 method="wB97M-V/def2-TZVPD" charge=0 energy_ev=-21864.450 e_homo_ev=-5.2
O -1.199 0.101 2.201
C -2.159 -0.319 1.676
C 0.494 0.539 -1.172
O -0.611 -0.062 -1.134
O -3.046 -1.006 1.390
C 1.714 0.214 -0.643
Na 1.175 0.836 1.891
F 0.422 1.766 -1.772
H 2.562 0.877 -0.817
H 1.891 -0.831 -0.386
Mg -1.243 -2.116 -1.234

=====

7
Properties=species:S:1:pos:R:3 method="wB97M-V/def2-TZVPD" smiles="C=C(F)C#N" charge=0 energy_ev=-7347.630 relative_energy_kcal_mol=48.1 e_homo_ev=-10.9
C -0.803 -0.905 0.186
C 0.116 -0.034 -0.253
F 0.856 -0.050 -1.549
C 0.659 1.226 0.348
N 1.328 2.334 0.262
H -1.222 -0.644 1.202
H -0.934 -1.928 -0.197

=====

7
Properties=species:S:1:pos:R:3 method="wB97M-V/def2-TZVPD" charge=0 energy_ev=-7342.928 relative_energy_kcal_mol=156.5 e_homo_ev="-10.5 / -9.8"
C 0.647 0.716 0.272
C 0.858 -0.488 -0.247
C -0.587 -0.066 0.456
N -0.407 -1.283 0.342
F -2.721 0.607 -0.054
H 0.868 1.733 0.202
H 1.343 -1.218 -0.969

=====

8
Properties=species:S:1:pos:R:3 method="wB97M-V/def2-TZVPD" smiles=Fc1cocn1 charge=0 energy_ev=-9397.459 relative_energy_kcal_mol=1.1 e_homo_ev=-9.7
F 2.312 -0.155 -0.007
C 0.992 -0.120 0.009
C 0.219 0.970 -0.015
O -1.075 0.532 -0.025
C -0.995 -0.778 -0.001
N 0.212 -1.238 -0.048
H 0.285 2.051 -0.019
H -1.951 -1.263 0.105

=====

8
Properties=species:S:1:pos:R:3 method="wB97M-V/def2-TZVPD" charge=0 energy_ev=-9386.357 relative_energy_kcal_mol=257.1 e_homo_ev="-8.4 / -8.7"
C 0.979 -1.098 0.148
C -1.476 1.400 0.183
C 1.940 -0.347 -0.067
N -0.795 -0.774 -0.327
O -1.244 0.242 -0.020
F 2.450 0.805 -0.441
H 0.566 -2.015 0.450
H -2.420 1.787 0.073

=====

9
Properties=species:S:1:pos:R:3 method="wB97M-V/def2-TZVPD" charge=0 energy_ev=-20228.956 relative_energy_kcal_mol=87.1 e_homo_ev=-9.9
C -0.239 1.050 -0.566
C 1.349 -0.446 -0.089
C -0.936 0.347 0.321
N 1.049 0.609 -0.718
O -0.655 -2.262 0.814
F -2.539 0.664 0.605
S -0.081 -0.983 1.071
H -0.332 1.911 -1.189
H 2.385 -0.890 -0.248

=====

11
Properties=species:S:1:pos:R:3 method="wB97M-V/def2-TZVPD" charge=+2 spin_multiplicity=2 energy_ev=-19859.543 e_homo_ev="-17.4 / -19.9" s_squared=0.7524
C -0.540 -2.057 2.965
O -0.536 -2.638 3.935
H -0.581 0.328 3.145
C -2.611 -0.094 2.013
O -2.161 1.087 1.465
C -1.084 1.718 1.890
O -0.323 1.210 2.794
O -0.846 2.811 1.385
Sn 0.211 4.211 1.343
F -3.435 0.140 3.021
H -3.001 -0.795 1.272

=====

8
Properties=species:S:1:pos:R:3 method="wB97M-V/def2-TZVPD" charge=+1 energy_ev=-13728.177 relative_energy_kcal_mol=0.0 e_homo_ev="-13.9 / -13.9"
C 0.859 -0.080 0.904
O -0.351 -1.535 -0.943
C -0.605 -0.324 -0.991
C 0.063 0.537 0.017
F 1.861 0.567 1.503
H 0.683 -1.066 1.340
H -0.309 1.546 0.209
Sn -2.201 0.354 -2.040

=====

9
Properties=species:S:1:pos:R:3 method="wB97M-V/def2-TZVPD" charge=0 spin_multiplicity=2 energy_ev=-61656.565 e_homo_ev="-6.2 / -8.1" s_squared=0.7550
O -1.188 0.109 1.026
O 0.466 -0.653 -0.175
O -1.408 -1.866 -0.028
C -0.274 1.246 1.025
C 0.826 0.707 0.165
C -0.741 -0.910 0.319
H 0.904 1.207 -0.914
Ga -0.410 -0.525 -2.052
H 1.827 0.684 0.635

=====

10
Properties=species:S:1:pos:R:3 method="wB97M-V/def2-TZVPD" charge=0 spin_multiplicity=3 energy_ev=-26543.204 e_homo_ev="-6.9 / -9.1" s_squared=2.0402
C -1.286 0.735 -0.772
C 0.520 -1.295 0.454
C -0.492 1.660 -0.186
N -1.567 -0.409 -0.203
N -0.906 -1.279 0.368
N 1.255 -0.456 -0.048
S 0.297 2.580 0.759
I 3.274 -0.635 0.117
H -1.956 1.298 -1.504
H 0.860 -2.197 1.015

=====

8
Properties=species:S:1:pos:R:3 method="wB97M-V/def2-TZVPD" smiles=[O-][N+]#CI.C#C charge=0 energy_ev=-14775.748 relative_energy_kcal_mol=105.1 e_homo_ev=-9.4
O -0.353 -1.646 0.889
N -1.097 -0.847 0.541
C -2.015 -0.295 0.117
I -3.320 1.227 -0.142
C 1.827 0.526 0.224
C 1.616 0.292 -0.929
H 1.979 0.646 1.246
H 1.363 0.097 -1.946

=====

9
Properties=species:S:1:pos:R:3 method="wB97M-V/def2-TZVPD" charge=+1 spin_multiplicity=2 energy_ev=-23759.282 e_homo_ev="-11.2 / -12.1" s_squared=0.7573
C -1.326 1.109 0.385
C -1.597 -0.106 0.128
H -2.082 1.899 0.345
H -2.294 -0.670 -0.488
O -0.154 -1.294 -0.284
C 1.013 -1.316 0.135
O 1.840 -0.403 0.278
K 0.962 1.714 -1.037
Li 3.638 -0.934 0.538